A gas-phase ion, C18H25Cl2F6N6O4 (charge +1) at a distorted geometry. Source: the OMol25 dataset; level of theory: the ωB97M-V functional and the def2-TZVPD basis.

```
61
Properties=species:S:1:pos:R:3
C 4.059 -0.470 -1.525
N 3.277 -1.634 -1.012
C 2.084 -1.951 -1.851
C 0.736 -1.167 -1.411
O 1.019 0.170 -0.950
C -0.167 1.000 -0.930
C -0.407 1.532 -2.428
C 0.918 2.237 -3.079
F 0.668 3.684 -2.997
C 0.151 2.300 0.020
C 1.133 1.971 1.251
C 1.282 3.302 2.152
N 2.636 3.902 2.284
O 0.307 3.860 2.727
N -1.335 0.311 -0.287
C -2.485 0.070 -1.213
C -3.709 -0.776 -0.525
C -4.827 -0.911 -1.705
F -4.287 -1.725 -2.770
F -5.881 -1.721 -1.126
F -5.327 0.339 -2.152
C -0.918 -0.958 0.406
N -1.411 -1.142 1.637
N -2.238 -0.218 2.302
C -3.464 -0.888 2.832
O -4.467 -0.148 3.031
F -3.506 -2.287 3.074
C -1.484 0.183 3.553
O -1.104 -0.706 4.373
F -1.211 1.524 3.902
N -0.076 -1.855 -0.351
C 0.646 -2.870 0.428
Cl 0.286 -4.637 -0.023
C 1.571 -2.684 1.496
C 1.984 -1.213 1.960
Cl 2.320 -4.163 2.312
H 4.135 -0.399 -2.667
H 5.151 -0.592 -1.141
H 3.686 0.517 -1.036
H 3.840 -2.496 -0.979
H 2.327 -1.550 -2.919
H 1.912 -3.089 -2.008
H 0.070 -1.155 -2.367
H -1.249 2.307 -2.426
H -0.678 0.694 -3.189
H 1.031 2.007 -4.195
H 1.865 2.051 -2.462
H 0.605 3.177 -0.557
H -0.877 2.597 0.470
H 2.185 1.665 0.905
H 0.607 1.189 1.906
H 3.079 3.751 1.349
H 3.146 3.333 2.981
H -2.148 -0.596 -2.105
H -2.990 1.049 -1.580
H -3.417 -1.852 -0.264
H -4.225 -0.195 0.315
H -1.192 -2.010 2.155
H 1.128 -0.797 2.598
H 2.884 -1.340 2.686
H 2.350 -0.524 1.127
```

net charge	+1
frontier orbital gap	8.088	eV
E_HOMO	-12.725	eV
LUMO energy	-4.64	eV
2S+1	1
total energy	-2849.4284	hartree

Atomic partial charges in e from the Löwdin method, atoms 1 to 6: -0.1273 -0.1279 -0.1285 -0.2145 -0.0826 -0.3940